{"formula": "C13H10N8", "method": "ωB97M-V with the def2-TZVPD basis set", "symbols": ["N", "N", "C", "C", "C", "C", "C", "C", "C", "C", "N", "C", "C", "N", "N", "N", "C", "N", "C", "N", "C", "H", "H", "H", "H", "H", "H", "H", "H", "H", "H"], "positions_angstrom": [[1.647448, -0.425515, 3.867795], [1.753244, -0.477478, 2.510292], [0.815096, 0.032078, 1.780562], [-0.309275, 0.938083, 2.131917], [-0.833631, 1.573303, 3.316637], [-2.130819, 2.116373, 3.214568], [-2.938262, 2.100977, 2.078438], [-2.317128, 1.588104, 0.898037], [-0.984922, 1.131844, 0.973335], [-0.305520, 0.417713, -0.163543], [-0.726021, 0.241322, -1.458232], [0.112570, -0.447452, -2.292075], [-0.266827, -0.674898, -3.690144], [-1.644075, -0.548847, -4.056276], [0.607735, -1.296040, -4.515479], [1.801691, -1.726169, -4.052325], [2.128089, -1.487252, -2.784843], [3.334621, -1.898544, -2.312402], [1.377387, -0.906266, -1.875508], [1.748919, -0.794913, -0.595583], [0.918875, -0.143548, 0.248158], [0.697077, -0.150347, 4.210098], [2.109185, -1.218255, 4.391655], [-0.282075, 1.624122, 4.212060], [-2.634628, 2.580125, 4.135734], [-3.962986, 2.425642, 2.082300], [-2.851723, 1.579222, -0.047448], [-1.871622, -0.943694, -4.933278], [-2.290432, -0.637692, -3.277041], [3.369572, -1.893684, -1.272535], [3.928437, -2.678312, -2.724873]], "atomic_forces_ev_per_a": [[-0.65, -0.11, 0.41], [-0.83, -0.87, 0.65], [3.35, 0.16, 0.07], [0.27, 0.24, 1.63], [-0.87, -0.75, -2.48], [-0.65, 0.79, 2.17], [2.17, -1.30, -1.70], [-0.23, 1.05, 1.20], [-2.67, -0.96, -3.08], [-0.48, -0.20, -3.23], [0.52, 0.13, 1.95], [-0.97, 1.15, -0.23], [-0.05, -2.02, 0.11], [2.28, 0.93, 1.28], [-1.84, 0.88, 1.22], [-0.10, 0.98, 0.85], [3.76, -3.51, -4.39], [2.64, -2.00, 0.95], [-5.02, 3.34, 3.09], [-0.65, 1.01, 2.93], [-0.52, -0.45, 0.29], [1.29, -0.62, -0.14], [-0.79, 1.41, -1.26], [0.38, 0.04, 0.97], [1.17, -0.75, -1.24], [-0.09, 0.15, 0.05], [0.19, -0.07, 0.07], [-0.28, -0.49, -0.61], [0.26, 0.07, -0.53], [0.09, 0.05, -1.30], [-1.68, 1.71, 0.29]], "e_above_lowest_ev": 1.3929, "smiles": "N/N=C1\\c2ccccc2-c2nc3c(N)nnc(N)c3nc21", "max_force_ev_per_a": 6.78, "gap_ev": 6.7, "lumo_ev": -0.95, "total_charge": 0, "homo_ev": -7.6}